[1]
The following is a DFT calculation (the ωB97M-V functional and the def2-TZVPD basis) of a 6-piece molecular cluster, C26H60F4N2O25P6 overall at a distorted geometry.

Each line ends with the Mulliken charge.
Geometry (Å):
C: 4.79040 2.60942 -3.22155  -0.796
P: 3.67210 2.89749 -4.76001  0.326
O: 4.70863 2.54511 -6.11959  -0.512
C: 3.04198 4.74101 -4.81975  0.615
C: 4.13069 5.90602 -5.14220  0.807
F: 3.89697 7.20534 -4.43481  -0.277
F: 5.45350 5.40895 -4.60511  -0.313
C: 4.39081 6.26445 -6.71128  0.053
F: 3.34129 7.26867 -7.10213  -0.264
F: 4.48636 5.10977 -7.63081  -0.231
C: 1.63144 4.61345 -5.62564  -0.234
N: 1.52387 4.85523 -7.10719  -0.488
C: 0.20408 5.27981 -7.30678  0.638
O: -1.11365 5.62315 -7.34361  -0.470
O: 0.49562 5.14257 -4.81023  -0.354
C: 1.11527 5.88236 -3.70051  0.306
O: 0.83999 7.06319 -3.13675  -0.611
C: 2.36235 4.84411 -3.29471  0.164
N: 3.18816 5.36427 -2.15110  -0.423
C: 1.54768 3.55392 -2.70345  -0.856
C: 0.30542 3.95217 -1.67054  -0.587
C: -1.19434 3.77218 -2.38423  -0.210
O: -2.11324 3.01780 -1.50482  -0.543
H: 5.79620 2.09483 -3.60740  0.401
H: 5.12309 3.58655 -2.67192  0.216
H: 4.27206 1.80969 -2.52323  0.138
H: 5.63476 2.82996 -5.79455  0.309
H: 5.42464 6.84874 -6.79971  0.315
H: 1.42572 3.43836 -5.56601  0.323
H: 4.18810 5.53305 -2.38689  0.296
H: 3.22469 4.69099 -1.33171  0.361
H: 2.27199 2.86703 -2.04858  0.204
H: 1.07484 2.84325 -3.50316  0.295
H: 0.44457 4.98734 -1.14499  0.342
H: 0.31664 3.13269 -0.80401  0.309
H: -1.65011 4.81671 -2.72880  0.219
H: -1.11185 3.13087 -3.38598  0.206
H: -2.88266 2.68670 -2.08457  0.336
C: 5.26472 -1.73328 -0.02425  -0.592
O: 4.26986 -2.72678 -0.17715  -0.278
P: 2.96890 -2.32769 -1.03865  0.620
O: 3.09434 -1.06629 -1.83719  -0.380
O: 1.78131 -2.34098 0.04428  -0.180
C: 1.84677 -1.41618 1.10419  -0.740
O: 2.67486 -3.65548 -1.89676  -0.311
C: 3.73129 -4.16575 -2.68245  -0.686
H: 4.85733 -0.87036 0.50850  0.281
H: 6.08938 -2.15050 0.55686  0.242
H: 5.64507 -1.42656 -1.00300  0.256
H: 2.11312 -0.42044 0.73856  0.310
H: 2.58498 -1.75122 1.83770  0.294
H: 0.86897 -1.36378 1.58974  0.267
H: 4.34376 -4.83105 -2.06993  0.265
H: 4.35111 -3.36071 -3.08361  0.301
H: 3.30908 -4.73743 -3.51275  0.265
C: 4.43951 12.00168 -1.35926  -0.642
O: 4.42682 10.73942 -0.72153  -0.198
P: 5.85570 10.10473 -0.33502  0.924
O: 7.01548 11.05016 -0.40997  -0.670
O: 5.96135 8.81011 -1.28163  -0.302
C: 5.98834 9.01387 -2.67472  -0.614
O: 5.59106 9.45845 1.11347  -0.368
C: 5.06581 10.30508 2.11400  -0.613
H: 4.95981 11.93468 -2.31802  0.316
H: 3.40871 12.31398 -1.53746  0.250
H: 4.92500 12.74332 -0.71820  0.274
H: 6.67516 9.82312 -2.93840  0.432
H: 4.98203 9.25156 -3.02981  0.255
H: 6.32353 8.09421 -3.16101  0.132
H: 3.97608 10.31232 2.04080  0.243
H: 5.44805 11.32326 2.01201  0.318
H: 5.35240 9.91371 3.09338  0.256
C: -0.94064 -4.68762 3.45086  -0.679
O: -1.70882 -4.13925 2.39761  -0.238
P: -2.18337 -5.15220 1.23888  0.970
O: -2.02665 -6.60728 1.55939  -0.663
O: -1.38175 -4.64331 -0.05793  -0.370
C: 0.02451 -4.71161 -0.03113  -0.523
O: -3.68804 -4.67707 0.92892  -0.381
C: -4.58428 -4.61357 2.01815  -0.521
H: -0.00286 -5.09274 3.06245  0.327
H: -0.71384 -3.89584 4.16744  0.268
H: -1.50674 -5.47183 3.96196  0.319
H: 0.36188 -5.67632 0.35831  0.400
H: 0.41884 -3.90296 0.59003  0.214
H: 0.40475 -4.58943 -1.04852  0.202
H: -4.49341 -3.63757 2.49990  0.226
H: -4.38057 -5.40296 2.74518  0.312
H: -5.60419 -4.72975 1.64296  0.209
C: -3.54384 -8.53209 8.11144  -0.577
O: -2.23602 -8.53991 8.64968  -0.325
P: -1.05331 -8.00474 7.69640  0.900
O: -1.50417 -7.27318 6.46917  -0.406
O: -0.16362 -9.31602 7.42757  -0.376
C: -0.76363 -10.38901 6.74082  -0.626
O: -0.12866 -7.15423 8.70014  -0.384
C: -0.75334 -6.13035 9.44524  -0.610
H: -3.59715 -9.18985 7.24028  0.296
H: -4.23736 -8.89584 8.87206  0.242
H: -3.83102 -7.51395 7.83287  0.259
H: -1.31864 -10.03338 5.86810  0.314
H: -1.43712 -10.92478 7.41507  0.256
H: 0.01726 -11.07659 6.40609  0.234
H: -1.16558 -6.55605 10.36272  0.250
H: -1.55031 -5.65255 8.87101  0.303
H: -0.00473 -5.37890 9.70865  0.248
C: -9.84617 -3.89621 -1.08245  -0.577
O: -10.76185 -4.37713 -0.11787  -0.291
P: -10.14265 -5.15312 1.15035  0.876
O: -8.66168 -5.00985 1.32565  -0.423
O: -10.67076 -6.65975 0.96476  -0.385
C: -10.24547 -7.37063 -0.17399  -0.614
O: -11.03282 -4.61908 2.37846  -0.395
C: -11.11121 -3.22120 2.56150  -0.587
H: -9.29924 -4.72904 -1.53152  0.294
H: -10.40278 -3.37611 -1.86445  0.244
H: -9.14771 -3.19184 -0.62127  0.263
H: -9.17076 -7.24608 -0.33403  0.305
H: -10.79399 -7.01853 -1.05172  0.257
H: -10.45985 -8.43258 -0.02940  0.237
H: -11.92180 -2.82463 1.94619  0.250
H: -10.17199 -2.73315 2.29157  0.290
H: -11.33052 -3.01479 3.61211  0.248

The value obtained for the HOMO energy is -9.14 eV. The value obtained for the lowest unoccupied orbital energy is -0.358 eV. As for the SMILES: CP(O)[C@@]1(C(F)(F)C(F)F)[C@H](N=C=O)OC(=O)[C@@]1(N)CCCO.COP(=O)(OC)OC.COP(=O)(OC)OC.COP(=O)(OC)OC.COP(=O)(OC)OC.COP(=O)(OC)OC. The orbital gap is 8.8 eV.

***

[2]
The following is a DFT calculation (the ωB97M-V functional and the def2-TZVPD basis) of C39H31F3N5O4V as an isolated structure at a distorted geometry.

Each line ends with the Mulliken spin population.
Geometry (Å):
V: -0.58844 0.03903 0.15761  1.899
C: 1.06103 -2.61430 -3.12695  0.001
C: 0.22219 -3.66983 -2.47892  0.001
C: -0.67469 -4.39529 -3.13109  0.002
C: -2.70668 -4.53029 -1.59679  0.002
C: -2.63698 -4.62134 -0.07737  0.001
C: -1.75632 -3.91064 0.62375  -0.004
C: -1.74489 -3.91221 2.12337  0.002
C: -0.76556 -3.02976 -0.18443  0.082
N: -0.15127 -1.93236 0.58914  -0.051
C: 0.73394 -2.22176 1.57542  0.047
O: 1.17103 -3.31254 1.90942  0.006
C: 1.23708 -0.94437 2.24273  0.041
C: 2.15088 -0.88629 3.26745  -0.007
C: 2.60562 0.36997 3.66443  0.013
C: 2.20086 1.51138 2.98044  -0.006
C: 1.29837 1.36005 1.95384  0.022
N: 0.78705 0.17105 1.66546  -0.065
C: 0.84850 2.45806 1.00336  -0.009
O: 1.32026 3.57422 1.11566  0.006
N: -0.03950 1.98079 0.07919  -0.027
C: -0.78687 2.94847 -0.69064  0.028
C: -1.53276 3.93860 -0.03571  -0.007
C: -1.63846 4.00896 1.46415  0.002
C: -2.23814 4.85769 -0.79876  -0.001
C: -2.25046 4.79402 -2.18470  0.002
C: -1.58294 3.76400 -2.81325  0.000
C: -0.85879 2.82309 -2.08230  -0.012
C: -0.23268 1.69528 -2.87238  -0.024
H: 0.89874 -2.58277 -4.20486  0.000
H: 2.12423 -2.78948 -2.94324  0.000
H: 0.83008 -1.62128 -2.72292  0.015
H: -0.84713 -4.26413 -4.19532  0.000
H: -3.66319 -4.92507 -1.93470  -0.001
H: -3.33568 -5.27530 0.43419  0.000
H: -2.57720 -4.51021 2.49377  0.000
H: -1.85766 -2.89751 2.51163  0.000
H: -0.81158 -4.31128 2.51939  0.000
H: 2.49411 -1.80975 3.71378  0.000
H: 3.30929 0.45422 4.48303  0.001
H: 2.58282 2.50002 3.19487  0.000
H: -1.62926 3.01038 1.90405  0.000
H: -2.57711 4.48716 1.74388  0.000
H: -0.81597 4.58034 1.89422  0.000
H: -2.81577 5.62115 -0.28836  0.000
H: -2.80657 5.52124 -2.76349  0.000
H: -1.62622 3.66465 -3.89341  0.000
H: -0.95562 1.30191 -3.58917  0.007
H: 0.10018 0.86383 -2.26007  0.036
H: 0.63689 2.03155 -3.44241  0.000
O: -3.98014 1.64850 -0.79232  -0.004
C: -3.11027 0.85731 -0.59004  0.045
O: -2.35468 0.72758 0.51843  0.011
C: -2.82141 -0.32021 -1.53066  0.065
C: -3.72227 -0.91138 -2.35816  0.005
C: -3.62137 -2.30908 -2.55553  0.012
C: -2.67714 -3.04058 -1.88064  -0.009
C: -1.54094 -5.35046 -2.33702  -0.001
C: -0.66744 -6.08301 -1.33585  0.000
C: 0.23568 -5.37751 -0.67437  -0.001
C: 0.33938 -3.89891 -0.97074  -0.019
C: -1.71284 -2.33262 -1.16093  0.035
N: -1.76212 -1.02491 -1.06922  -0.167
H: -4.55480 -0.33549 -2.74058  0.001
H: -4.38036 -2.82013 -3.13917  0.000
H: -2.02334 -6.06178 -3.00319  0.000
H: -0.81974 -7.14212 -1.15939  0.000
H: 0.87805 -5.80392 0.08713  0.000
H: 1.29566 -3.52678 -0.61116  0.000
F: 5.99988 1.22048 -3.93179  0.000
C: 5.63141 0.01901 -3.47636  0.000
F: 6.70786 -0.54820 -2.91220  0.000
F: 5.30304 -0.73237 -4.53792  0.000
C: 4.48414 0.10621 -2.50277  0.000
C: 3.79612 1.28604 -2.31104  0.000
C: 2.72092 1.28367 -1.43625  0.005
N: 2.30776 0.19471 -0.78461  0.012
C: 3.00684 -0.93136 -0.96896  0.011
C: 4.10065 -1.02507 -1.80683  0.000
H: 4.08251 2.19368 -2.82226  0.000
H: 2.17248 2.19796 -1.23768  -0.001
H: 2.67657 -1.79862 -0.40540  -0.005
H: 4.63766 -1.95917 -1.91150  0.000

Its expectation value of S² is 2.013. The value obtained for the HOMO energy (alpha / beta) is -8.01 / -8.21 eV. The value obtained for the lowest unoccupied orbital energy (alpha / beta) is -0.442 / -0.417 eV. Its energy above the lowest of the compared OMol25 structures with the same formula, charge and spin is 33.8 kJ/mol. As for the spin multiplicity: 3. The orbital gap (alpha / beta) is 7.6 / 7.8 eV.

***

[3]
The following is a DFT calculation (the ωB97M-V functional and the def2-TZVPD basis) of C12H30BrCrN2O4 as an isolated structure at a distorted geometry.

Each line ends with the Mulliken spin population.
Geometry (Å):
Cr: -0.02149 0.07992 0.83713  3.945
Br: -2.57666 -0.28480 1.21895  -0.015
C: -0.55108 2.97298 2.31856  0.011
O: -0.22232 2.17350 1.21876  0.005
C: -0.81316 2.65014 0.00783  0.001
C: -0.14825 2.01374 -1.25959  -0.026
N: -0.38094 0.58274 -1.46330  0.031
C: -0.06835 0.14520 -2.89093  0.015
C: -1.03628 0.72585 -3.94617  0.000
O: -2.35541 1.00188 -3.48679  0.000
C: -3.14745 -0.14311 -3.23680  0.001
H: -0.71700 4.03566 2.14165  0.002
H: 0.17165 2.83942 3.12350  0.001
H: -1.54703 2.60911 2.57114  0.002
H: -0.59467 3.71760 0.03770  0.008
H: -1.88562 2.51087 -0.12835  -0.003
H: 0.88876 2.34911 -1.24371  -0.015
H: -0.55029 2.58095 -2.09907  0.005
H: -1.39075 0.56329 -1.46188  0.013
H: -0.12558 -0.92946 -3.06393  0.000
H: 0.90471 0.46768 -3.26141  0.000
H: -1.04526 0.16294 -4.87953  0.001
H: -0.65365 1.70341 -4.23953  0.000
H: -3.95793 0.16023 -2.57407  0.000
H: -2.53970 -0.82355 -2.64036  0.000
H: -3.49504 -0.71086 -4.09990  0.000
C: -0.57114 -3.03485 -0.08377  0.006
O: 0.32877 -1.89640 -0.00904  -0.010
C: 1.65113 -2.21684 -0.36371  -0.011
C: 2.43716 -0.95567 -0.42605  0.025
N: 2.13425 0.02884 0.65626  -0.007
C: 2.55856 -0.27113 1.99780  -0.020
C: 1.68328 -1.09856 2.92994  0.012
O: 0.42902 -0.43309 2.91105  0.026
C: -0.39299 -0.83585 3.98281  0.014
H: -1.57645 -2.77642 0.24890  -0.001
H: -0.17667 -3.77560 0.61177  -0.001
H: -0.78416 -3.41289 -1.08367  0.001
H: 1.71339 -2.71197 -1.33276  -0.001
H: 2.19514 -2.92802 0.25788  -0.005
H: 2.18151 -0.50178 -1.38352  -0.009
H: 3.48417 -1.21501 -0.58301  0.003
H: 2.67458 0.81535 0.32526  0.009
H: 2.63697 0.63740 2.59490  -0.005
H: 3.53526 -0.75446 2.02147  0.003
H: 2.10143 -0.87014 3.91028  0.000
H: 1.60025 -2.13786 2.61202  -0.009
H: 0.02785 -0.71091 4.98049  0.003
H: -0.71410 -1.86458 3.81937  -0.002
H: -1.29846 -0.23399 3.90541  -0.002

Its expectation value of S² is 6.011. The value obtained for the HOMO energy (alpha / beta) is -10.65 / -11.81 eV. The value obtained for the lowest unoccupied orbital energy (alpha / beta) is -2.449 / -2.466 eV. Its energy above the lowest of the compared OMol25 structures with the same formula, charge and spin is 0.0 kJ/mol. As for the spin multiplicity: 5. The orbital gap (alpha / beta) is 8.2 / 9.3 eV. The total charge is +1.

***

[4]
The following is a DFT calculation (the ωB97M-V functional and the def2-TZVPD basis) of one molecule with the formula C5H6N2O at a distorted geometry.

Each line ends with the Mulliken charge.
Geometry (Å):
C: 1.17349 -0.45249 0.94981  -1.184
C: 0.76668 -0.55366 -0.49383  0.016
C: -0.68617 -0.49237 -1.04424  0.134
C: -1.75477 -0.08177 -0.05514  0.232
O: -2.77596 -0.63531 0.22501  -0.517
N: -1.38301 1.21834 0.38817  -0.443
C: -0.28920 1.50299 -0.14316  -0.002
N: 0.19651 0.66870 -1.17074  -0.461
H: 1.71397 -1.33942 1.42557  0.351
H: 0.29391 -0.39634 1.57808  0.324
H: 1.70908 0.51601 1.10463  0.269
H: 1.54122 -1.01633 -1.14178  0.361
H: -0.84974 -1.28881 -1.71992  0.456
H: 0.34397 2.35046 0.09753  0.465

The value obtained for the HOMO energy is -10.07 eV. The value obtained for the lowest unoccupied orbital energy is 0.117 eV. Its energy above the lowest of the compared OMol25 structures with the same formula, charge and spin is 162.5 kJ/mol. As for the SMILES: C[C@H]1[C@H]2C(=O)N=CN21. The orbital gap is 10.2 eV.

***

Let's list M in order: 1062.591; 741.646; 398.282; 110.116 g/mol.